This record from the Open Molecules 2025 dataset describes a gas-phase ion, C6H8NO5 (charge -1) at a distorted geometry. The level of theory is the ωB97M-V functional and the def2-TZVPD basis.

Results
- SMILES: CN(C)CO[C@]1(C(=O)[O-])OC1=O
- Kohn-Sham gap: 0.3032 Ha
- Energy relative to the best compared isomer or geometry (same formula, charge and spin): 122.7 kJ/mol
- Multiplicity: 1
- Net charge: -1

Geometry as XYZ:
```
20
Properties=species:S:1:pos:R:3:forces:R:3
C 2.1129 0.9234 -0.2612 0.80 -0.45 -0.53
N 1.4424 -0.3914 -0.0720 -0.52 -0.13 -0.36
C 0.9115 -0.5759 1.2676 0.32 0.14 0.32
C 0.5023 -0.8002 -1.0715 1.95 0.32 -3.75
O -0.5793 0.1002 -1.4003 0.37 -0.38 1.26
C -1.5931 0.1859 -0.4445 -0.07 -1.10 0.11
C -2.2879 -1.0517 0.2526 0.55 1.40 -1.02
O -1.5718 -2.0152 0.4473 1.19 -1.95 0.24
O -3.4316 -0.8060 0.5758 -1.79 0.28 0.56
O -2.5132 1.1500 -0.9843 -1.62 2.19 0.47
C -1.8963 1.4683 0.1621 2.11 -1.54 -1.00
O -1.5589 2.3062 0.9344 -1.13 1.03 -0.06
H 3.0109 0.7996 -0.9335 -0.54 -0.07 0.90
H 1.5657 1.7014 -0.7659 -1.04 0.07 -0.31
H 2.3938 1.4343 0.6867 0.03 -0.94 -0.40
H 0.4319 -1.5655 1.4536 1.10 0.40 -0.36
H 1.8280 -0.3325 1.8631 -1.42 -0.28 0.54
H 0.0353 0.0708 1.3716 0.41 0.57 0.91
H 1.0942 -0.7831 -2.0913 -1.00 -0.02 1.69
H 0.1033 -1.8186 -0.9905 0.31 0.48 0.80
```
Forces are in eV/Å.